Record 1
The following is a DFT calculation (ωB97M-V/def2-TZVPD) of a structure of composition C20H46LaO3P4S.

Its LUMO energy (spin up / spin down) is -9.78 / -8.78 eV. The calculation puts the orbital gap (spin up / spin down) at 5.63 / 6.88 eV. The net charge is +3. The multiplicity is 1.

Each line ends with the Mulliken charge.
CARTESIAN COORDINATES (ANGSTROEM)
La (2.1392, -1.6044, -0.3394)  1.07
S (-0.8522, -1.4136, -3.2143)  -0.01
P (3.2553, 1.1164, -0.7142)  0.64
P (-3.3360, -1.7015, -2.1591)  0.66
P (-0.4559, 1.3590, 1.1937)  0.97
P (0.2007, -1.6613, 2.1220)  0.66
O (-0.1422, -2.6063, 3.3810)  -0.35
O (0.3432, -2.8370, 0.8087)  -0.12
O (1.9396, -1.4915, 2.2069)  -0.01
C (-1.9608, -0.6522, -6.9812)  -0.58
C (-1.8955, 0.7458, -6.9896)  -0.46
C (-4.0776, -0.3075, -2.9816)  -1.11
C (-4.4657, -3.1004, -2.0521)  -1.12
C (-1.9468, 1.5529, 2.2607)  -1.31
C (4.5190, 0.4668, -1.8896)  -1.29
C (-1.3326, 1.4517, -5.9211)  -0.47
C (2.8748, -2.2591, 3.0240)  -0.73
C (-0.7712, 2.7702, 0.0646)  -1.18
C (3.1663, -3.4864, -1.3115)  -1.08
C (-1.4977, -1.3532, -5.8685)  -0.39
C (2.8991, 2.7619, -1.3927)  -1.25
C (-0.9108, 0.7707, -4.7880)  -0.48
C (4.2837, 1.4826, 0.7615)  -1.16
C (-0.2970, -2.0473, 4.7266)  -0.72
C (-1.0918, -0.6230, -4.7380)  0.34
C (0.7848, 2.1259, 2.3143)  -1.10
C (0.1887, -4.2675, 1.0571)  -0.86
C (-2.6971, -1.3152, -0.5279)  -0.62
C (2.8552, -2.6311, -2.3941)  -0.66
H (-3.9097, -4.0278, -2.2648)  0.36
H (3.8750, -1.9799, 2.6719)  0.31
H (-2.3404, -1.2010, -7.8480)  0.43
H (0.9887, -4.6350, 1.7177)  0.26
H (3.7167, 2.1173, 1.4562)  0.31
H (4.5604, 0.5528, 1.2841)  0.31
H (2.1321, 2.6635, -2.1765)  0.28
H (-4.7103, -0.6463, -3.8074)  0.41
H (-5.2931, -3.0139, -2.7715)  0.41
H (-2.1006, 0.6206, 2.8171)  0.27
H (-2.2497, 1.2929, -7.8602)  0.42
H (-0.8090, -4.4352, 1.4824)  0.30
H (1.8943, -2.7178, -2.9318)  0.38
H (4.0135, 0.1505, -2.8153)  0.33
H (-1.7974, 2.3787, 2.9684)  0.48
H (-1.4663, -2.4453, -5.8147)  0.45
H (0.2749, 2.7481, 3.0605)  0.51
H (-3.3221, 0.3696, -3.3863)  0.26
H (0.2711, -4.7510, 0.0768)  0.30
H (3.8181, 3.1855, -1.8269)  0.47
H (1.5001, 2.7328, 1.7450)  0.24
H (1.3321, 1.3232, 2.8260)  0.22
H (-1.9492, -2.2658, -3.1661)  0.12
H (5.1953, 2.0026, 0.4354)  0.42
H (-1.6588, 2.5424, -0.5421)  0.37
H (-4.7007, 0.2201, -2.2540)  0.44
H (2.7552, -1.9602, 4.0708)  0.27
H (3.6276, -2.0933, -2.9592)  0.54
H (4.1717, -3.5030, -0.8397)  0.39
H (-1.2154, 2.5365, -5.9596)  0.42
H (-0.4531, 1.2568, -3.9241)  0.45
H (-2.3496, -0.2802, -0.4432)  -0.03
H (-0.1490, -2.8712, 5.4337)  0.27
H (-3.4719, -1.4811, 0.2309)  0.53
H (-0.9539, 3.6935, 0.6313)  0.38
H (-1.8456, -1.9736, -0.3132)  -0.10
H (5.2311, 1.2741, -2.1028)  0.45
H (0.4488, -1.2569, 4.9085)  0.34
H (2.7288, -3.3392, 2.8871)  0.28
H (-1.3075, -1.6337, 4.8589)  0.30
H (-4.8835, -3.1713, -1.0317)  0.40
H (5.0616, -0.3997, -1.4787)  0.40
H (-2.8345, 1.7515, 1.6465)  0.39
H (2.5195, 3.4210, -0.5979)  0.40
H (0.0873, 2.9049, -0.6060)  0.14
H (2.5697, -4.3961, -1.1009)  0.42

***

Record 2
The following is a DFT calculation (ωB97M-V/def2-TZVPD) of a structure of composition C19H32N2OPdSSi.

Its LUMO energy (spin up / spin down) is 0.36 / -0.70 eV. The calculation puts the orbital gap (spin up / spin down) at 7.95 / 6.77 eV. The multiplicity is 3.

Each line ends with the Mulliken charge.
CARTESIAN COORDINATES (ANGSTROEM)
Pd (-0.5418, 0.2817, 0.3798)  -0.36
S (-1.8579, 2.4297, -0.7460)  0.82
Si (-1.5772, -2.8930, -0.6647)  -0.06
O (-2.0145, 2.3196, 0.7545)  -0.65
N (-1.6121, -1.5885, 0.4799)  0.08
N (-0.9240, -0.5350, 2.3258)  0.35
C (-0.8905, 4.9102, -1.1009)  -0.64
C (-3.2985, -3.1797, -1.3368)  -1.01
C (-1.3752, -1.1568, 4.5477)  -0.70
C (3.8704, -0.0151, -1.1372)  2.30
C (4.0536, 0.9143, -2.3437)  -1.58
C (4.8195, 0.4132, -0.0110)  -1.59
C (-2.1814, -2.5208, 2.7212)  -0.79
C (-2.0598, -2.2788, 4.0683)  -0.39
C (-0.0688, 0.9496, 4.0223)  -1.26
C (-0.8143, -0.2876, 3.6329)  0.46
C (-0.9549, -4.4699, 0.1297)  -1.07
C (4.1831, -1.4589, -1.5514)  -1.63
C (-0.4516, -2.4289, -2.0691)  -0.76
C (-0.4108, 3.4662, -1.0790)  -0.58
C (-1.5882, -1.6046, 1.8288)  0.76
C (-2.2003, 4.8728, -1.8832)  -0.60
C (1.3302, 0.1300, -0.2725)  -1.02
C (-3.0140, 3.7334, -1.2752)  -0.74
C (2.4785, 0.0642, -0.6612)  -0.07
H (4.6136, 1.4394, 0.2959)  0.38
H (-2.7547, 5.8101, -1.8352)  0.33
H (5.8573, 0.3527, -0.3480)  0.39
H (-1.2867, -0.9633, 5.6069)  0.39
H (-2.5122, -2.9676, 4.7719)  0.40
H (3.8386, 1.9478, -2.0680)  0.38
H (-1.0669, 5.2598, -0.0815)  0.30
H (-0.4581, -3.2085, -2.8351)  0.37
H (-3.4826, 4.0219, -0.3318)  0.30
H (3.5159, -1.7827, -2.3514)  0.35
H (-3.9994, -3.4387, -0.5403)  0.31
H (0.9327, 0.9389, 3.5896)  0.25
H (-2.7306, -3.3708, 2.3435)  0.42
H (5.2140, -1.5361, -1.9056)  0.42
H (-1.9954, 4.6704, -2.9371)  0.27
H (-3.3091, -3.9860, -2.0748)  0.31
H (-0.7947, -5.2259, -0.6441)  0.40
H (-0.7716, -1.4937, -2.5365)  0.22
H (-0.0159, 3.1454, -2.0460)  0.38
H (-0.0010, -4.3025, 0.6351)  0.32
H (-3.7672, 3.3020, -1.9308)  0.39
H (4.0547, -2.1366, -0.7067)  0.38
H (-3.6686, -2.2737, -1.8229)  0.28
H (0.0129, 1.0296, 5.1047)  0.39
H (0.5723, -2.2746, -1.7239)  0.06
H (-1.6527, -4.8885, 0.8562)  0.31
H (3.3817, 0.6287, -3.1540)  0.37
H (0.3249, 3.2057, -0.3184)  0.32
H (4.6988, -0.2326, 0.8592)  0.39
H (5.0817, 0.8611, -2.7100)  0.38
H (-0.5809, 1.8324, 3.6350)  0.22
H (-0.1501, 5.5685, -1.5549)  0.35

***

Record 3
The following is a DFT calculation (ωB97M-V/def2-TZVPD) of a structure of composition C9H14BBr12I2O4.

Its LUMO energy is 1.42 eV. The calculation puts the orbital gap at 6.34 eV. The net charge is -1. The multiplicity is 1.

Each line ends with the Mulliken charge.
CARTESIAN COORDINATES (ANGSTROEM)
I (1.9770, -1.3262, 3.4366)  -0.16
I (2.4136, 3.5066, 0.4033)  -0.37
Br (-2.5909, 1.5956, -3.1544)  -0.03
Br (0.2518, 2.3849, -4.3551)  -0.05
Br (-1.9261, -3.0556, -1.6897)  0.06
Br (0.8599, -2.5853, -0.2716)  0.01
Br (-5.5167, -0.9598, -2.7645)  0.01
Br (5.3239, 1.4838, -0.5709)  0.03
Br (-0.4468, -5.4952, -0.2612)  -0.06
Br (0.0296, 0.1425, -2.1115)  0.09
Br (-5.5822, -4.0175, -3.6349)  -0.01
Br (-3.4309, -2.0473, -4.8889)  -0.03
Br (5.3098, 3.3772, -3.0811)  -0.02
Br (5.9093, 0.2835, -3.4606)  -0.06
O (1.9858, 0.5765, 1.2235)  -0.14
O (-0.0574, 2.0141, 1.3840)  -0.81
O (-2.3160, 0.0417, 1.0151)  -0.61
O (1.7297, 2.0823, 3.0068)  -0.58
C (4.9403, 1.6031, -2.4370)  -0.09
C (-1.3538, 0.0326, 2.0621)  1.54
C (-0.8250, 0.9807, -3.6125)  -0.33
C (-2.0829, -0.4918, 3.2593)  -1.69
C (-0.9168, 1.4358, 2.3458)  -0.97
C (2.9654, 1.4963, 3.0877)  -0.67
C (-0.7690, -3.5951, -0.2520)  -0.29
C (-5.2129, -2.2123, -4.1877)  -0.38
C (2.8798, 0.2892, 2.1751)  -0.52
B (1.3099, 1.8227, 1.6757)  0.94
H (3.7684, 2.1463, 2.7780)  0.32
H (-1.4170, -0.9394, 3.9672)  0.31
H (-1.2765, -3.3609, 0.6709)  0.28
H (-5.8960, -1.9740, -4.9851)  0.37
H (-0.5228, -0.5984, 1.8195)  -0.22
H (3.8852, 1.4076, -2.5696)  0.09
H (-1.8488, 0.0263, 0.1800)  0.22
H (-2.5962, 0.3133, 3.7433)  0.39
H (3.2410, 1.1608, 4.0645)  0.43
H (-1.8210, 2.0118, 2.3645)  0.38
H (-2.8348, -1.1813, 2.9341)  0.43
H (3.8268, -0.0862, 1.8557)  0.53
H (-0.4997, 1.4726, 3.3421)  0.39
H (-0.9417, 0.2303, -4.3763)  0.29

***

Number 1: E -76451.239 eV. Number 2: E -47440.661 eV. Number 3: E -875142.186 eV.